#one
{"formula": "CH2INS", "method": "ωB97M-V/def2-TZVPD", "e_homo_ev": [-8.838, -8.838], "symbols": ["C", "N", "S", "I", "H", "H"], "coordinates": [[-0.0864, -0.3149, -1.0116], [0.1764, 0.8777, -1.0206], [1.0259, 1.0076, 1.2828], [-0.4799, 0.2106, 2.9385], [-0.4734, -0.7177, -2.0262], [-0.1625, -1.0634, -0.1629]], "mulliken_charge": [-0.043, -0.313, -0.189, 0.104, 0.247, 0.195]}

=====

#two
{"formula": "CH2INS", "method": "ωB97M-V/def2-TZVPD", "e_homo_ev": -9.045, "symbols": ["C", "N", "S", "H", "I", "H"], "coordinates": [[0.8088, 0.3899, 0.5266], [1.2386, -0.6216, 0.0741], [1.7164, -1.8850, -0.6462], [0.4306, 1.3265, 0.5298], [-2.9493, 0.5058, -0.3632], [-1.2451, 0.2844, -0.1211]], "mulliken_charge": [-0.046, -0.143, -0.137, 0.406, -0.066, -0.014]}

=====

Structures ranked by computed energy, the most stable listed first: #two, #one.

=====

#one
{"formula": "C19H33Cl2FeN2O4S", "method": "ωB97M-V/def2-TZVPD", "e_homo_ev": [-7.380, -8.020], "multiplicity": 6, "symbols": ["O", "C", "C", "C", "H", "C", "H", "C", "H", "C", "H", "C", "H", "H", "C", "C", "H", "H", "H", "C", "C", "H", "H", "H", "H", "Fe", "Cl", "Cl", "C", "O", "N", "C", "C", "H", "H", "H", "H", "H", "H", "H", "H", "H", "C", "C", "N", "H", "C", "O", "H", "H", "H", "H", "C", "S", "C", "O", "H", "H", "H", "H", "H", "H"], "coordinates": [[1.5582, 1.9366, -2.5011], [1.1759, 1.7807, -3.6902], [1.7114, 2.6549, -4.7515], [2.2960, 3.8921, -4.4321], [2.1647, 4.2958, -3.4282], [3.0591, 4.5808, -5.3848], [3.6157, 5.4675, -5.0741], [3.1522, 4.1506, -6.7105], [3.7259, 4.7295, -7.4457], [2.4696, 2.9796, -7.0585], [2.5504, 2.6421, -8.0887], [1.7451, 2.2648, -6.1117], [1.1847, 1.3864, -6.4208], [0.5631, 0.8924, -3.9448], [-1.9699, 1.5906, -3.7248], [-1.1969, 0.4282, -3.2565], [-3.0316, 1.3399, -3.9033], [-1.5483, 2.0030, -4.6511], [-1.8758, 2.3739, -2.9292], [-1.2626, -0.2746, -2.1268], [-2.5601, -0.7295, -1.4855], [-0.3731, -0.5481, -1.5563], [-3.3664, -0.5575, -2.2080], [-2.7596, -0.1717, -0.5624], [-2.5333, -1.7995, -1.2516], [2.3920, 1.5681, -0.9498], [0.7733, 2.4630, 0.1943], [2.6423, -0.4850, -1.7888], [-1.7746, 0.5796, 2.3620], [-1.0136, -0.1997, 1.7908], [-2.4636, 0.3011, 3.5000], [-2.2890, -0.9649, 4.1885], [-3.4258, 1.2319, 4.0603], [-1.9671, 1.6125, 1.9893], [-1.6404, -1.6154, 3.5970], [-3.2687, -1.4413, 4.3184], [-1.8631, -0.8082, 5.1916], [-3.5173, 2.0862, 3.3803], [-3.1176, 1.5807, 5.0571], [-4.4022, 0.7409, 4.1664], [0.7162, -6.1313, 0.6290], [3.0727, -5.0796, -0.6186], [0.2378, -5.4275, -0.0678], [2.2703, -4.5868, -1.1928], [1.1108, -4.3134, -0.3675], [-0.6925, -5.0570, 0.3707], [0.9538, -3.1266, 0.2709], [0.0596, -2.8987, 1.0922], [2.6460, -3.6441, -1.6065], [1.7078, -2.3714, -0.0353], [0.0484, -5.9802, -0.9943], [1.9745, -5.2559, -2.0086], [1.9397, 1.3734, 3.1806], [2.8550, -0.0273, 2.5792], [1.8760, -1.3510, 3.3008], [2.7097, -0.1286, 1.0881], [2.6925, 2.1294, 3.4252], [1.3982, 1.1053, 4.0924], [1.2856, 1.7383, 2.3762], [0.9745, -1.5041, 2.6897], [2.5113, -2.2461, 3.2892], [1.6557, -1.0936, 4.3450]], "mulliken_charge": [0.189, -0.364, 0.284, -0.302, 0.379, -0.516, 0.342, -0.394, 0.375, -0.552, 0.358, -0.348, 0.379, 0.681, -0.956, -0.279, 0.408, 0.287, 0.226, 0.414, -1.071, 0.184, 0.387, 0.101, 0.282, 0.411, -0.595, -0.540, 0.021, -0.361, 0.191, -0.837, -0.880, 0.287, 0.144, 0.331, 0.300, 0.274, 0.305, 0.305, 0.304, 0.295, -0.958, -0.765, 0.171, 0.267, 0.721, -0.713, 0.187, -0.136, 0.333, 0.294, -0.417, 0.332, -0.586, -0.305, 0.332, 0.297, -0.140, -0.159, 0.361, 0.431]}

=====

#two
{"formula": "C19H33Cl2FeN2O4S", "method": "ωB97M-V/def2-TZVPD", "e_homo_ev": [-6.912, -7.738], "multiplicity": 6, "symbols": ["O", "C", "C", "C", "H", "C", "H", "C", "H", "C", "H", "C", "H", "H", "C", "C", "H", "H", "H", "C", "C", "H", "H", "H", "H", "Fe", "Cl", "Cl", "C", "O", "N", "C", "C", "H", "H", "H", "H", "H", "H", "H", "H", "H", "C", "C", "N", "H", "C", "O", "H", "H", "H", "H", "C", "S", "C", "O", "H", "H", "H", "H", "H", "H"], "coordinates": [[2.8502, 0.9875, -3.6686], [4.0522, 1.1549, -3.7732], [5.0248, 0.1931, -4.3792], [4.5439, -1.0240, -4.8925], [3.4719, -1.2378, -4.8615], [5.4413, -1.9491, -5.4325], [5.0649, -2.8982, -5.8258], [6.8189, -1.6642, -5.4666], [7.5170, -2.3927, -5.8814], [7.2897, -0.4370, -4.9667], [8.3544, -0.2091, -4.9954], [6.3941, 0.4849, -4.4322], [6.7290, 1.4484, -4.0411], [4.5353, 2.0946, -3.4183], [2.2240, -0.7796, 1.8113], [0.8112, -0.3990, 2.0271], [2.7467, -0.9900, 2.7521], [2.7214, 0.0219, 1.2482], [2.2520, -1.6633, 1.1627], [0.2136, -0.0649, 3.1546], [0.7789, -0.1513, 4.5559], [-0.7965, 0.3463, 3.1434], [1.8133, -0.5135, 4.5539], [0.1878, -0.8350, 5.1825], [0.7524, 0.8305, 5.0482], [-0.1087, -0.4669, 0.0403], [0.0890, -2.7046, -0.0311], [1.2995, 0.7958, -1.0511], [-2.1224, -1.9514, 2.1791], [-2.1545, -0.9278, 1.4577], [-3.1275, -2.3037, 2.9928], [-4.3254, -1.4863, 3.1356], [-3.0158, -3.4617, 3.8629], [-1.2364, -2.6102, 2.1811], [-4.2630, -0.6143, 2.4801], [-4.4313, -1.1606, 4.1775], [-5.2093, -2.0864, 2.8850], [-2.0520, -3.9475, 3.6723], [-3.8282, -4.1708, 3.6569], [-3.0690, -3.1595, 4.9181], [-2.9127, 4.5947, 1.7079], [-2.4694, 5.3328, -0.7619], [-1.8891, 4.2033, 1.7110], [-1.4704, 4.8990, -0.6293], [-1.5017, 3.8361, 0.3587], [-1.8242, 3.3320, 2.3644], [-1.1268, 2.5872, 0.0480], [-1.1488, 1.6384, 0.8563], [-1.1306, 4.4803, -1.5810], [-0.7782, 2.4575, -0.9920], [-1.2332, 5.0019, 2.0770], [-0.7845, 5.6979, -0.3204], [-3.4298, -2.2106, -1.0184], [-3.1062, -0.6568, -1.8384], [-4.1547, 0.4583, -0.9036], [-1.6926, -0.2541, -1.4638], [-4.1007, -2.7903, -1.6629], [-3.9167, -1.9932, -0.0652], [-2.4923, -2.7476, -0.8350], [-3.8382, 0.4335, 0.1441], [-4.0469, 1.4713, -1.3084], [-5.1894, 0.1308, -1.0493]], "mulliken_charge": [-0.497, -0.106, 0.647, -0.379, 0.397, -0.365, 0.350, -0.386, 0.357, -0.469, 0.355, -0.498, 0.298, 0.280, -1.222, 0.391, 0.457, 0.218, 0.255, 0.333, -1.273, 0.404, 0.361, 0.236, 0.269, 0.115, -0.535, -0.505, -0.221, -0.096, 0.316, -0.926, -0.925, 0.296, 0.158, 0.379, 0.333, 0.298, 0.324, 0.304, 0.316, 0.313, -0.897, -0.885, 0.218, 0.194, 0.286, -0.421, 0.258, 0.172, 0.330, 0.329, -0.444, 0.255, -0.793, -0.350, 0.468, -0.041, 0.132, 0.081, 0.328, 0.426]}

=====

Structures ranked by computed energy, the most stable listed first: #two, #one.

=====

#one
{"formula": "C3H10NO4", "method": "ωB97M-V/def2-TZVPD", "e_homo_ev": -4.356, "charge": -1, "symbols": ["O", "C", "N", "C", "O", "C", "H", "H", "H", "H", "H", "H", "H", "H", "O", "H", "H", "O"], "coordinates": [[-0.4785, -1.5178, -1.2396], [0.5161, -1.1008, -0.6384], [0.9393, 0.1651, -0.7215], [0.1065, 1.3658, -1.2395], [-0.3904, 2.0691, -0.2146], [1.2557, -1.9723, 0.3558], [1.6609, 0.4596, -0.0798], [0.8505, 1.8780, -1.8738], [-0.6375, 0.9009, -1.9033], [1.2753, -3.0086, 0.0225], [0.7662, -1.9070, 1.3257], [2.2838, -1.6250, 0.4819], [-1.1636, 0.6918, 2.1219], [-0.0278, 1.4450, 1.4094], [-0.2362, 0.9932, 2.2658], [-1.8153, 1.0464, 0.0253], [-2.2787, -0.3628, -0.2112], [-2.6264, 0.4792, 0.1135]], "mulliken_charge": [-0.708, 0.800, -0.174, -0.650, -0.924, -1.133, 0.247, 0.319, 0.415, 0.329, 0.219, 0.334, 0.341, 0.330, -0.720, 0.375, 0.340, -0.741]}

=====

#two
{"formula": "C3H10NO4", "method": "ωB97M-V/def2-TZVPD", "e_homo_ev": -3.996, "charge": -1, "symbols": ["C", "N", "C", "C", "O", "O", "H", "H", "H", "H", "H", "H", "H", "H", "O", "H", "H", "O"], "coordinates": [[-0.6154, -1.7120, 0.8060], [-0.2544, -0.7024, -0.1392], [0.8212, -1.0194, -1.0745], [1.3084, 0.2839, -1.8645], [2.5153, 0.3798, -1.9400], [0.3169, 0.8950, -2.2032], [-1.1686, -1.3492, 1.7077], [0.3258, -2.1626, 1.2395], [-1.3046, -2.3813, 0.4317], [-1.0359, -0.1602, -0.6579], [0.7291, -1.9569, -1.6549], [1.7628, -1.3037, -0.4766], [-1.0517, 2.5260, -0.4228], [0.2926, 2.9023, -0.2583], [-0.5202, 3.1395, 0.1886], [-0.6027, 1.5860, 1.8179], [-0.4129, 0.1486, 2.2630], [-1.1056, 0.8866, 2.2376]], "mulliken_charge": [-1.042, 0.044, -0.635, 0.510, -0.709, -0.704, 0.309, 0.321, 0.334, 0.136, 0.251, 0.212, 0.350, 0.345, -0.709, 0.344, 0.323, -0.679]}

=====

#three
{"formula": "C3H10NO4", "method": "ωB97M-V/def2-TZVPD", "e_homo_ev": -4.226, "charge": -1, "symbols": ["C", "C", "C", "O", "O", "N", "H", "H", "H", "H", "H", "H", "H", "H", "O", "H", "H", "O"], "coordinates": [[-0.3322, -0.6356, -1.0337], [0.3539, -1.1446, 0.2246], [0.2025, -0.0628, 1.2846], [0.3393, 1.2177, 0.8502], [-0.0817, -0.4318, 2.4524], [0.2104, 0.5583, -1.6727], [-0.7008, -1.3030, -1.7810], [-1.3525, -0.1367, -0.7310], [-0.1662, -2.0630, 0.4790], [1.2857, -1.5220, -0.1110], [1.1713, 0.6955, -1.7467], [-0.0835, 1.3551, -1.0022], [-2.8556, 0.3344, 1.4322], [-3.1361, 0.5618, 0.0165], [-2.9549, -0.1524, 0.6076], [3.5085, 0.6087, 0.5222], [1.8509, 1.2404, 0.2417], [2.7411, 0.8803, -0.0326]], "mulliken_charge": [-0.208, -0.375, 0.353, -0.836, -0.718, -0.859, 0.471, -0.132, 0.340, 0.342, 0.356, 0.373, 0.317, 0.303, -0.654, 0.244, 0.401, -0.717]}

=====

#four
{"formula": "C3H10NO4", "method": "ωB97M-V/def2-TZVPD", "e_homo_ev": -3.585, "charge": -1, "symbols": ["O", "C", "N", "C", "O", "C", "H", "H", "H", "H", "H", "H", "H", "H", "O", "H", "H", "O"], "coordinates": [[-0.6771, 0.4233, -1.9705], [0.2948, 0.3894, -1.1697], [0.2354, -0.4913, -0.1527], [-0.7411, -1.7341, 0.0796], [-0.0783, -2.6017, 0.6284], [1.4185, 1.3333, -1.1609], [1.1440, -0.8034, 0.2982], [-0.9184, -1.9745, -0.9911], [-1.5077, -1.1949, 0.7287], [1.0534, 2.2363, -0.5768], [2.2706, 0.8460, -0.6598], [1.9026, 1.5720, -2.1381], [0.4637, 1.3055, 2.2726], [0.8583, -0.0226, 2.2861], [1.1736, 0.8161, 2.6430], [-1.8844, 0.5486, 0.7637], [-1.6744, 1.1281, -0.5332], [-1.5668, 1.3457, 0.3397]], "mulliken_charge": [-0.789, 0.765, -0.088, -0.328, -0.787, -1.116, 0.288, 0.265, 0.068, 0.176, 0.318, 0.320, 0.315, 0.336, -0.677, 0.255, 0.308, -0.630]}

=====

Structures ranked by computed energy, the most stable listed first: #one, #two, #three, #four.

=====

#one
{"formula": "C14H16O", "method": "ωB97M-V/def2-TZVPD", "e_homo_ev": -8.389, "symbols": ["C", "C", "C", "C", "C", "O", "C", "C", "H", "H", "H", "H", "H", "H", "H", "H", "C", "C", "C", "C", "C", "C", "C", "H", "H", "H", "H", "H", "H", "H", "H"], "coordinates": [[-0.2038, 2.8570, -3.7490], [-0.9115, 1.8268, -2.9249], [-0.1665, 0.7567, -2.4077], [-0.8609, -0.2539, -1.6807], [-2.2883, -0.1863, -1.6672], [-3.0848, -1.1295, -1.0187], [-3.0119, 0.9487, -2.1199], [-2.3004, 1.9960, -2.7076], [0.3948, 3.4365, -2.9869], [-0.9858, 3.6287, -4.0708], [0.2697, 2.3765, -4.6359], [0.9703, 0.5311, -2.3720], [-0.4552, -1.1343, -1.2057], [-2.8288, -2.0392, -1.3098], [-4.1250, 1.0664, -2.0885], [-2.8394, 2.8602, -3.1540], [2.1013, 0.0076, 4.4210], [1.7186, -0.8792, 3.2449], [0.3835, -0.8065, 2.8833], [-0.0265, -1.3736, 1.6669], [0.9526, -2.0970, 0.8964], [2.1903, -2.3814, 1.4670], [2.6336, -1.6977, 2.5924], [1.5030, 0.9575, 4.4781], [3.1795, 0.2447, 4.2426], [1.8517, -0.4384, 5.4027], [-0.2281, -0.1129, 3.4115], [-1.0181, -1.2315, 1.3027], [0.7113, -2.6578, -0.0256], [2.8160, -3.2333, 1.1098], [3.6588, -1.8418, 3.0053]], "mulliken_charge": [-1.215, 0.942, -0.770, 0.008, 0.204, -0.570, -0.352, -0.562, 0.284, 0.302, 0.323, 0.235, 0.211, 0.366, 0.332, 0.220, -1.299, 1.041, -0.646, -0.215, -0.610, -0.407, -0.454, 0.323, 0.349, 0.277, 0.307, 0.437, 0.308, 0.319, 0.314]}

=====

#two
{"formula": "C14H16O", "method": "ωB97M-V/def2-TZVPD", "e_homo_ev": -8.546, "symbols": ["C", "C", "C", "C", "C", "O", "C", "C", "H", "H", "H", "H", "H", "H", "H", "H", "C", "C", "C", "C", "C", "C", "C", "H", "H", "H", "H", "H", "H", "H", "H"], "coordinates": [[-1.0635, -0.9631, 3.9723], [-1.3546, -0.8049, 2.5291], [-0.7803, 0.3115, 1.8836], [-1.3551, 0.6704, 0.6459], [-2.4265, -0.1425, 0.0948], [-2.6868, 0.0448, -1.2961], [-2.9793, -1.2086, 0.7660], [-2.3947, -1.6386, 2.0359], [-1.6577, -0.2562, 4.5850], [0.0034, -1.0968, 4.1349], [-1.4430, -1.9137, 4.3714], [-0.2186, 1.0838, 2.5926], [-0.9434, 1.4049, -0.0739], [-2.6714, -0.8223, -1.4823], [-3.8361, -1.8058, 0.3259], [-2.7157, -2.5022, 2.5726], [1.9046, 2.8198, -1.8410], [1.8495, 1.3376, -1.8722], [2.0137, 0.6839, -3.1095], [1.8584, -0.6726, -3.0350], [1.8076, -1.5285, -1.8566], [1.9208, -0.7767, -0.6999], [1.7909, 0.6872, -0.6727], [2.6156, 3.5281, -2.4959], [2.4381, 3.0376, -0.8582], [0.8405, 3.2537, -1.6612], [1.8817, 1.2327, -4.1000], [1.7103, -1.1711, -4.0824], [1.8459, -2.6819, -1.9596], [2.2178, -1.2205, 0.2475], [1.8280, 1.1100, 0.3391]], "mulliken_charge": [-1.471, 0.985, -0.608, -0.203, 0.383, -0.500, -0.594, -0.667, 0.303, 0.366, 0.413, 0.230, 0.357, 0.287, 0.329, 0.396, -1.168, 1.246, -0.697, -0.017, -0.753, -0.303, -0.651, 0.316, 0.292, 0.224, 0.257, 0.204, 0.320, 0.359, 0.363]}

=====

Structures ranked by computed energy, the most stable listed first: #one, #two.